# C4H7NO2

A 2-piece molecular cluster, C4H7NO2 overall at a distorted geometry (wB97M-V/def2-TZVPD, the OMol25 dataset).

The geometry in ORCA input format:
```
! wB97M-V def2-TZVPD RIJCOSX def2/J DEFGRID3
* xyz 0 1
C -1.63301 -0.63831 -0.14718
C 1.07389 0.75090 0.20419
C 0.32579 1.91381 0.53626
C 1.18745 -1.44451 -0.30034
H -2.76267 -0.37414 0.33300
H -1.96882 -1.62670 -0.69682
H -1.61036 0.28967 -0.75402
H 2.27707 0.60720 0.15855
H 1.21567 2.81115 0.55424
H -0.99713 2.38949 0.13104
H 2.24206 -0.93911 -0.60194
N 0.45969 -0.42733 0.20201
O -0.64918 -0.73991 0.83874
O 0.83955 -2.57221 -0.45773
*
```

Calculated values
**Kohn-Sham gap**: 9.3 eV
**Energy above the lowest of the compared OMol25 structures with the same formula, charge and spin**: 744.2 kJ/mol
**Electronic energy**: -9839.5662 eV
**HOMO**: -8.83 eV